Density functional theory data (ωB97M-V/def2-TZVPD) for the molecule C12H16N2O5.

The geometry in XYZ format:
```
35
Properties=species:S:1:pos:R:3
C -3.16 -0.12 -0.62
C -1.99 -0.96 -0.66
C -3.66 -0.44 0.81
C -0.36 0.69 0.51
C -0.30 1.75 -0.67
C 0.85 0.61 1.51
C 2.18 0.17 0.85
C 2.99 1.11 0.03
C 2.46 -1.23 0.88
C 4.16 0.68 -0.55
C 3.62 -1.61 0.26
C 4.41 -0.68 -0.49
H -4.48 0.35 -2.25
H -4.02 -1.45 -1.97
H -3.00 1.02 -0.78
H -3.46 -1.55 0.92
H -3.23 0.12 1.75
H -5.69 -0.71 -0.04
H 0.04 -1.13 -0.25
H -1.12 0.99 1.21
H 0.46 -0.39 1.99
H 0.89 1.49 2.30
H 2.53 2.16 -0.14
H 2.06 -1.90 1.64
H 4.70 1.25 -1.25
H 4.04 -2.54 0.56
H 6.31 -0.30 -1.13
H -0.33 2.77 0.77
N -4.22 -0.47 -1.49
N -0.83 -0.57 -0.05
O -1.92 -2.07 -1.14
O -5.19 -0.27 0.82
O -0.21 1.47 -1.89
O 5.48 -1.18 -1.19
O -0.01 2.92 -0.26
```

Output
ΔE to the lowest compared entry with this formula, charge and spin (kJ/mol): 705.2
Gap between HOMO and LUMO (Eh): 0.3221
Maximum force (eV Å⁻¹): 6.2
Charge: 0
Structure (SMILES): N[C@@H](CO)C(=O)N[C@@H](Cc1ccc(O)cc1)C(=O)O

Atomic partial charges in e from the Löwdin method, atoms 1 to 2:
1 C -0.38
2 C -0.51